(1)
The following is a DFT calculation (ωB97M-V/def2-TZVPD) of a structure of composition C24H18BBeBrF4N2O3SSi.

The geometry in ORCA input format:
```
! RIJCOSX wB97M-V def2-TZVPD def2/J DEFGRID3
* xyz -2 1
Be -3.22 -9.05 16.86
Br -5.63 -6.04 16.91
C -4.06 -6.45 17.98
C -3.89 -5.57 19.03
C -2.86 -5.76 19.90
C -1.77 -6.61 19.62
C -2.01 -7.52 18.58
N -3.12 -7.44 17.78
C -1.25 -8.77 18.45
O -0.24 -8.96 19.10
O -1.94 -9.60 17.66
H -4.57 -4.75 19.02
H -2.87 -5.23 20.83
H -0.83 -6.52 20.19
O -6.34 -10.62 14.61
S -5.22 -9.67 14.57
N -4.37 -9.36 15.77
F -1.15 -8.85 10.45
B -1.34 -9.63 11.51
F -0.68 -9.44 12.67
F -2.26 -10.60 11.40
F -1.68 -6.09 13.57
C -1.86 -3.33 9.42
C -2.74 -3.53 10.49
C -2.31 -4.14 11.65
C -0.90 -4.39 11.83
C -0.09 -4.25 10.70
C -0.55 -3.80 9.45
Si -0.38 -5.15 13.38
C -0.10 -3.89 14.81
C 1.14 -3.44 15.34
C 1.30 -2.34 16.14
C 0.16 -1.60 16.54
C -1.09 -2.05 16.13
C -1.20 -3.16 15.32
C 0.96 -6.38 13.30
C 1.30 -7.18 12.22
C 2.34 -8.08 12.43
C 2.74 -8.37 13.72
C 2.08 -7.84 14.85
C 1.12 -6.86 14.59
H -2.28 -2.89 8.53
H -3.78 -3.23 10.36
H -3.00 -4.37 12.49
H 0.95 -4.54 10.76
H 0.09 -3.84 8.59
H 2.01 -4.06 15.12
H 2.31 -2.07 16.49
H 0.25 -0.69 17.10
H -2.02 -1.61 16.46
H -2.16 -3.51 14.95
H 0.80 -7.03 11.24
H 2.84 -8.54 11.58
H 3.59 -8.99 13.99
H 2.24 -8.23 15.82
H 0.56 -6.43 15.42
*
```

For the HOMO energy (spin up / spin down), the calculation gives -0.1 / 1.8 eV. The total energy is -135013.674 eV. The calculation puts the molecular weight at 618.29 g/mol.

Atomic partial charges in e from the natural (NBO) method, atoms 1 to 2: 1.69, -0.02


(2)
The following is a DFT calculation (ωB97M-V/def2-TZVPD) of a structure of composition C24H18BiN4O3S5.

The geometry in ORCA input format:
```
! RIJCOSX wB97M-V def2-TZVPD def2/J DEFGRID3
* xyz -1 1
Bi 0.55 0.45 -0.09
O -2.85 1.56 -3.86
C -3.89 0.86 -3.38
C -5.04 0.75 -4.16
C -6.16 0.10 -3.67
C -6.15 -0.47 -2.40
C -5.00 -0.40 -1.64
C -3.86 0.26 -2.11
C -2.63 0.38 -1.27
O -1.66 1.10 -1.69
N -2.70 -0.21 -0.10
N -1.66 0.05 0.75
C -1.90 -0.16 1.99
C -1.07 0.23 3.09
C -1.49 -0.14 4.38
C -0.85 0.31 5.51
C 0.24 1.17 5.37
C 0.66 1.56 4.12
C 0.04 1.10 2.95
O 0.51 1.53 1.80
H -2.16 1.53 -3.14
H -5.03 1.20 -5.14
H -7.06 0.04 -4.28
H -7.03 -0.94 -2.00
H -4.96 -0.84 -0.65
H -2.88 -0.59 2.23
H -2.35 -0.80 4.47
H -1.19 0.00 6.49
H 0.76 1.53 6.25
H 1.50 2.23 4.00
S 1.23 -1.62 1.25
S 3.24 -1.69 0.73
S 3.93 0.11 1.38
S 3.14 1.43 0.03
S -2.52 -4.51 -4.54
C -1.72 -3.45 -3.35
C -1.59 -3.73 -2.00
C -0.81 -2.88 -1.22
N -0.16 -1.83 -1.70
C -0.32 -1.55 -3.00
C -1.09 -2.32 -3.85
C -4.13 -4.93 -3.92
C -5.20 -4.66 -4.76
C -6.47 -5.08 -4.37
N -6.71 -5.72 -3.23
C -5.68 -5.96 -2.43
C -4.37 -5.61 -2.73
H -2.01 -4.62 -1.55
H -0.65 -3.09 -0.17
H 0.21 -0.68 -3.37
H -1.18 -2.05 -4.90
H -5.05 -4.14 -5.69
H -7.33 -4.88 -5.00
H -5.91 -6.50 -1.52
H -3.58 -5.87 -2.05
*
```

For the HOMO energy, the calculation gives -4.5 eV. For the energy above the lowest of the compared OMol25 structures with the same formula, charge and spin, the calculation gives 12.3 kcal/mol. The total energy is -97302.985 eV. The calculation puts the molecular weight at 779.75 g/mol.

Atomic partial charges in e from the natural (NBO) method, atoms 1 to 2: 1.63, -0.70


(3)
The following is a DFT calculation (ωB97M-V/def2-TZVPD) of a structure of composition C24H18Br3F5InN2O3S2.

The geometry in ORCA input format:
```
! RIJCOSX wB97M-V def2-TZVPD def2/J DEFGRID3
* xyz 1 1
In -0.64 0.07 -0.82
Br -2.08 3.82 2.39
C -2.98 2.21 2.02
C -4.22 1.95 2.65
C -4.89 0.79 2.42
Br -6.55 0.50 3.27
C -4.35 -0.19 1.55
C -4.96 -1.43 1.24
C -4.34 -2.30 0.39
C -3.11 -1.96 -0.17
N -2.51 -0.82 0.11
C -3.11 0.08 0.95
C -2.40 1.30 1.16
O -1.24 1.50 0.57
H -4.63 2.70 3.31
H -5.92 -1.67 1.68
H -4.79 -3.25 0.13
H -2.59 -2.61 -0.86
O 1.55 5.39 -3.66
C 1.19 4.26 -3.06
C 2.09 3.42 -2.39
C 1.60 2.28 -1.80
N 0.31 1.93 -1.84
C -0.52 2.73 -2.49
Br -2.32 2.16 -2.57
C -0.16 3.90 -3.12
H 2.49 5.55 -3.58
H 3.14 3.66 -2.33
H 2.26 1.60 -1.27
H -0.87 4.52 -3.64
F 4.23 -4.47 -1.34
C 3.16 -3.77 -1.66
C 2.10 -3.67 -0.78
F 2.14 -4.28 0.40
C 0.99 -2.93 -1.14
F -0.03 -2.86 -0.26
C 0.89 -2.26 -2.35
S -0.52 -1.30 -2.80
C 1.97 -2.37 -3.22
F 1.96 -1.74 -4.39
C 3.09 -3.12 -2.89
F 4.11 -3.21 -3.74
C 0.13 -1.32 3.04
C 0.48 0.15 2.95
S 1.55 0.61 1.57
O 1.11 -0.25 0.36
C 3.07 -0.24 2.03
C 4.11 -0.08 0.94
H -0.63 -1.45 3.81
H 0.99 -1.94 3.31
H -0.27 -1.69 2.10
H 1.01 0.52 3.83
H -0.39 0.78 2.82
H 2.82 -1.29 2.20
H 3.38 0.21 2.97
H 3.77 -0.53 0.01
H 5.03 -0.57 1.23
H 4.34 0.98 0.76
*
```

For the HOMO energy, the calculation gives -10.6 eV. For the energy above the lowest of the compared OMol25 structures with the same formula, charge and spin, the calculation gives 1.1 kcal/mol. The total energy is -284858.153 eV. The calculation puts the molecular weight at 896.07 g/mol.

Atomic partial charges in e from the natural (NBO) method, atoms 1 to 2: 1.66, 0.10


(4)
The following is a DFT calculation (ωB97M-V/def2-TZVPD) of a structure of composition C24H18Br4CdN5O4.

The geometry in ORCA input format:
```
! RIJCOSX wB97M-V def2-TZVPD def2/J DEFGRID3
* xyz -1 1
Cd 0.89 0.19 0.46
C -2.44 -1.45 0.20
N -2.02 -0.09 -0.04
C -2.66 0.83 0.90
C -1.81 2.04 1.19
C -2.13 3.29 0.70
C -1.29 4.36 0.99
C -0.18 4.13 1.78
C 0.06 2.85 2.23
N -0.73 1.81 1.95
C -2.24 0.33 -1.41
C -1.37 -0.40 -2.41
C -1.48 -0.07 -3.76
C -0.62 -0.67 -4.66
C 0.31 -1.59 -4.18
C 0.34 -1.85 -2.83
N -0.49 -1.28 -1.95
C -1.68 -2.11 1.32
C -2.27 -3.17 2.00
C -1.56 -3.81 2.99
C -0.28 -3.38 3.29
C 0.23 -2.31 2.57
N -0.45 -1.68 1.60
H -3.52 -1.51 0.42
H -2.26 -2.04 -0.70
H -3.65 1.14 0.54
H -2.80 0.30 1.85
H -3.00 3.42 0.07
H -1.50 5.34 0.58
H 0.51 4.93 2.01
H 0.93 2.63 2.83
H -3.30 0.23 -1.71
H -1.98 1.39 -1.47
H -2.19 0.68 -4.07
H -0.65 -0.40 -5.70
H 1.03 -2.05 -4.85
H 1.08 -2.52 -2.41
H -3.28 -3.47 1.75
H -2.00 -4.64 3.54
H 0.32 -3.84 4.06
H 1.22 -1.92 2.77
Br 0.80 3.56 -5.79
C 1.31 2.42 -4.36
C 2.26 1.44 -4.54
Br 3.09 1.20 -6.22
C 2.58 0.59 -3.47
Br 3.83 -0.83 -3.67
C 1.96 0.67 -2.22
O 2.22 -0.17 -1.26
C 0.97 1.71 -2.03
O 0.33 1.80 -0.90
C 0.69 2.55 -3.11
Br -0.67 3.85 -2.81
O 2.31 -0.37 2.22
N 3.04 0.67 2.23
O 2.67 1.53 1.43
*
```

For the HOMO energy, the calculation gives -3.8 eV. The total energy is -325556.500 eV. The calculation puts the molecular weight at 872.47 g/mol.

Atomic partial charges in e from the natural (NBO) method, atoms 1 to 2: 1.67, -0.26


(5)
The following is a DFT calculation (ωB97M-V/def2-TZVPD) of a structure of composition C24H18ClIN4O3Tc.

The geometry in ORCA input format:
```
! RIJCOSX wB97M-V def2-TZVPD def2/J DEFGRID3
* xyz 2 4
Tc -0.40 -0.36 0.09
O 3.12 -1.42 -2.20
C 1.98 -1.35 -1.82
N 1.68 -0.68 0.51
C 1.85 -1.12 1.91
C 0.75 -0.59 2.79
C 0.86 -0.62 4.17
C -0.20 -0.19 4.95
C -1.32 0.33 4.31
C -1.36 0.32 2.93
N -0.37 -0.17 2.18
C 0.88 -0.80 -2.65
C 1.12 -0.76 -4.03
C 0.11 -0.33 -4.89
C -1.10 0.03 -4.32
C -1.24 -0.01 -2.94
N -0.28 -0.40 -2.11
H 2.82 -0.80 2.30
H 1.81 -2.21 1.95
H 1.76 -1.00 4.62
H -0.16 -0.26 6.02
H -2.16 0.73 4.87
H -2.21 0.72 2.40
H 2.08 -1.09 -4.39
H 0.27 -0.30 -5.95
H -1.93 0.34 -4.94
H -2.18 0.29 -2.50
Cl 6.14 1.73 -0.43
C 4.45 1.71 -0.25
C 3.69 2.87 -0.46
C 2.32 2.85 -0.38
C 1.64 1.65 -0.08
O 0.35 1.57 -0.02
C 2.44 0.48 0.16
C 1.59 -1.87 -0.41
O 0.30 -2.25 -0.28
C 3.81 0.51 0.09
H 4.20 3.79 -0.70
H 1.74 3.74 -0.56
H 2.31 -2.68 -0.15
H 4.39 -0.39 0.25
I -2.51 -2.97 1.25
C -3.38 -1.24 0.42
C -4.76 -1.18 0.34
C -5.36 -0.03 -0.14
C -4.54 1.04 -0.48
C -3.17 0.90 -0.38
N -2.58 -0.24 0.03
H -5.36 -2.02 0.65
H -6.43 0.04 -0.24
H -4.96 1.98 -0.82
H -2.50 1.71 -0.63
*
```

For the HOMO energy (spin up / spin down), the calculation gives -13.5 / -13.3 eV. The total energy is -60090.187 eV. The calculation puts the molecular weight at 670.79 g/mol.

Atomic partial charges in e from the natural (NBO) method, atoms 1 to 2: 1.50, -0.44


Copy entry 1 word for word.
The following is a DFT calculation (ωB97M-V/def2-TZVPD) of a structure of composition C24H18BBeBrF4N2O3SSi.

The geometry in ORCA input format:
```
! RIJCOSX wB97M-V def2-TZVPD def2/J DEFGRID3
* xyz -2 1
Be -3.22 -9.05 16.86
Br -5.63 -6.04 16.91
C -4.06 -6.45 17.98
C -3.89 -5.57 19.03
C -2.86 -5.76 19.90
C -1.77 -6.61 19.62
C -2.01 -7.52 18.58
N -3.12 -7.44 17.78
C -1.25 -8.77 18.45
O -0.24 -8.96 19.10
O -1.94 -9.60 17.66
H -4.57 -4.75 19.02
H -2.87 -5.23 20.83
H -0.83 -6.52 20.19
O -6.34 -10.62 14.61
S -5.22 -9.67 14.57
N -4.37 -9.36 15.77
F -1.15 -8.85 10.45
B -1.34 -9.63 11.51
F -0.68 -9.44 12.67
F -2.26 -10.60 11.40
F -1.68 -6.09 13.57
C -1.86 -3.33 9.42
C -2.74 -3.53 10.49
C -2.31 -4.14 11.65
C -0.90 -4.39 11.83
C -0.09 -4.25 10.70
C -0.55 -3.80 9.45
Si -0.38 -5.15 13.38
C -0.10 -3.89 14.81
C 1.14 -3.44 15.34
C 1.30 -2.34 16.14
C 0.16 -1.60 16.54
C -1.09 -2.05 16.13
C -1.20 -3.16 15.32
C 0.96 -6.38 13.30
C 1.30 -7.18 12.22
C 2.34 -8.08 12.43
C 2.74 -8.37 13.72
C 2.08 -7.84 14.85
C 1.12 -6.86 14.59
H -2.28 -2.89 8.53
H -3.78 -3.23 10.36
H -3.00 -4.37 12.49
H 0.95 -4.54 10.76
H 0.09 -3.84 8.59
H 2.01 -4.06 15.12
H 2.31 -2.07 16.49
H 0.25 -0.69 17.10
H -2.02 -1.61 16.46
H -2.16 -3.51 14.95
H 0.80 -7.03 11.24
H 2.84 -8.54 11.58
H 3.59 -8.99 13.99
H 2.24 -8.23 15.82
H 0.56 -6.43 15.42
*
```

For the HOMO energy (spin up / spin down), the calculation gives -0.1 / 1.8 eV. The total energy is -135013.674 eV. The calculation puts the molecular weight at 618.29 g/mol.

Atomic partial charges in e from the natural (NBO) method, atoms 1 to 2: 1.69, -0.02


> Number 5 is which compound?

C24H18ClIN4O3Tc


> Which value of molecular weight does entry 3 give?

896.07 g/mol


> The highest molecular weight belongs to which entry?

C24H18Br3F5InN2O3S2